Record 1
The molecule C5H7NO2 at a distorted geometry. Source: OMol25; level of theory: ωB97M-V/def2-TZVPD.

Structure (ORCA input):
```
! wB97M-V def2-TZVPD RIJCOSX def2/J DEFGRID3
* xyz 0 1
C 0.78349 -1.69532 -1.07250
C 1.29730 -0.58063 -0.20175
O 2.41616 -0.10490 -0.30836
C 0.38746 -0.15349 0.96328
C -0.44663 0.86637 0.76880
N -1.52699 1.20607 1.56046
C -0.38535 1.48694 -0.61497
O -1.40566 1.92572 -1.14340
H 0.10439 -2.34525 -0.51453
H 0.26319 -1.26988 -1.93458
H 1.62334 -2.29762 -1.42636
H 0.42288 -0.79334 1.83283
H -2.25907 1.66077 1.00768
H -1.88507 0.45659 2.14323
H 0.61056 1.63796 -1.05984
*
```

Values from the calculation:
- frontier orbital gap (eV) = 9.0
- energy relative to the best compared isomer or geometry (same formula, charge and spin) (eV) = 1.321
- structure (SMILES) = CC(=O)/C=C(/N)C=O
- electronic energy (hartree) = -399.9170

Here are the natural (NBO) charges for atoms 1 to 6, given in e: atom 1 (C): -0.725, atom 2 (C): 0.567, atom 3 (O): -0.525, atom 4 (C): -0.334, atom 5 (C): 0.085, atom 6 (N): -0.803

=====

Record 2
The molecule C5H7NO2S at a distorted geometry. Source: OMol25; level of theory: ωB97M-V/def2-TZVPD.

Structure (ORCA input):
```
! wB97M-V def2-TZVPD RIJCOSX def2/J DEFGRID3
* xyz 0 1
O -2.71832 -1.46376 0.27860
C -1.54846 -1.67704 0.35684
C -0.63385 -0.72732 -0.26648
C -0.60428 0.68294 0.31397
C 0.78956 1.16939 -0.06911
C 1.64501 -0.11029 0.12848
S 3.22432 -0.29409 0.23647
N 0.76253 -1.08239 -0.03714
O 1.15001 -2.50034 -0.21196
H -1.06127 -2.52506 0.85346
H -0.82352 -0.66091 -1.31781
H -0.67602 0.46221 1.45052
H -1.41055 1.35962 -0.14213
H 1.22729 2.02834 0.46065
H 0.93886 1.33922 -1.13252
H 2.10827 -2.37732 -0.28996
*
```

Values from the calculation:
- frontier orbital gap (eV) = 9.4
- energy relative to the best compared isomer or geometry (same formula, charge and spin) (eV) = 2.151
- structure (SMILES) = O=C[C@H]1CCC(=S)N1O
- electronic energy (hartree) = -798.0629

Here are the natural (NBO) charges for atoms 1 to 6, given in e: atom 1 (O): -0.490, atom 2 (C): 0.434, atom 3 (C): -0.175, atom 4 (C): -0.385, atom 5 (C): -0.453, atom 6 (C): 0.062